Computed, not measured: 5 unconnected molecules or ions with the total composition C38H64NO19P2 in a non-equilibrium geometry, with ωB97M-V with the def2-TZVPD basis set.

Output
HOMO-LUMO gap = 6.6 eV
charge = -1
highest occupied orbital energy = -4.99 eV
energy above the lowest of the compared OMol25 structures with the same formula, charge and spin = 405.3 kcal per mole

```
124
Properties=species:S:1:pos:R:3:forces:R:3
H -2.88503 5.62011 0.97145 -1.1430 -0.3843 -1.7418
H 3.27355 2.13891 -2.30686 -1.9063 -0.8956 0.5615
O -6.46992 -0.14637 10.05239 -0.4961 -0.9369 0.3707
C -1.91484 1.57467 6.62062 0.4416 -4.8153 0.4525
O 5.10256 5.59907 -0.47237 0.2494 -1.0364 -0.5828
C 1.30403 -5.56254 -4.10300 1.1920 0.0146 -0.9049
H 2.23492 -4.28557 -2.59810 0.0184 -0.0634 -0.2007
H 5.38285 7.16077 -1.75261 -0.0566 -0.0581 -0.0873
O 2.31651 -7.51275 -7.19308 -2.3571 0.0162 -1.4605
P -2.86826 3.78848 -0.40862 -1.0293 -0.2202 -0.6503
H -2.63994 4.95296 -2.66094 1.1758 -1.5933 1.4446
C -1.12954 1.48736 0.68519 -0.1445 -2.1105 2.0807
H 0.70933 1.47671 2.91418 1.1991 1.9205 -0.1375
H -2.96861 -3.23540 3.38522 1.5661 0.4773 -2.1212
H 1.06281 0.65304 -3.45478 1.4521 -0.1111 0.4504
H 1.69059 4.16680 1.22655 -0.3053 0.3400 -0.7679
C -1.72503 -1.06599 0.43869 0.2687 -1.6941 0.3609
C 2.31946 1.55026 -1.96413 -1.2064 -1.2516 0.8257
C -0.51641 -1.96784 -0.21366 -2.5363 -1.8298 4.0976
C -1.66996 3.01601 0.91991 1.4513 -0.0926 0.2505
H 2.22564 4.39032 3.49264 -1.8823 -1.5880 0.4381
C 3.63969 5.95421 -2.16756 -0.6819 0.3642 -0.5453
C 1.23581 -7.45733 -7.75036 2.0227 -0.1877 1.0901
O -3.48894 5.33743 0.20249 2.8818 -1.2570 1.2392
H 3.56811 8.56404 -0.88235 0.0902 -0.1227 0.0144
H -0.27120 3.15698 6.76107 -0.4536 -2.0496 1.3793
C -6.65509 -1.49962 10.14164 -1.2321 -1.0819 1.3191
H 0.33665 4.30992 3.58728 1.8081 -1.3746 -0.1092
H -2.16913 -5.86550 -7.83685 0.1174 -0.0757 -0.1240
C 0.95680 2.49518 -1.87665 0.7883 0.7177 -1.5521
H -0.78787 2.41400 8.47352 0.6626 -0.6209 -2.4822
O 0.96703 3.51031 -0.83549 -0.1618 -2.3500 -1.6821
O -2.06889 0.24881 6.58691 0.4110 8.3496 -0.4527
C -1.66069 -5.72439 -8.79690 0.0068 0.3057 0.2396
H -5.43489 0.97453 8.64613 -0.1117 -0.1128 0.1839
H -3.35036 1.19800 4.52140 0.1366 2.4420 0.6268
H 0.96708 3.09602 -2.91158 0.0035 -1.0919 2.0340
C -2.03614 0.43610 -0.22895 1.4718 -0.7526 -0.2660
H 5.74503 0.37801 -3.80078 -0.5032 -2.2597 0.6896
C -4.03394 -1.56385 7.77236 -0.0952 -0.3249 -0.0189
O 3.67278 -1.54338 -1.89174 1.5297 2.3842 -1.1486
H 2.95487 7.23737 0.12621 0.1365 -0.0519 -0.1468
O 5.72507 3.48640 -1.10061 -1.2046 2.1525 -0.5416
H -6.11669 -1.07333 7.54003 0.0023 0.1212 0.1050
C -5.38036 -1.17330 8.34680 1.2888 -0.0974 -1.0482
H 3.46992 6.50971 -3.09383 0.1220 -0.2252 0.0209
C -0.46828 -6.64922 -8.93184 -1.1883 0.7275 -0.4070
C -2.64365 -1.48474 1.72975 3.5312 -2.9706 -1.6295
H 0.38411 1.42013 7.24458 -2.2118 1.2216 0.2054
C 0.02931 -5.88887 -2.30816 -1.4020 -0.8343 1.5272
O 4.35235 4.75567 -2.42308 0.7818 -0.4709 0.6221
H 6.18450 -0.90762 -2.49402 -0.9912 -0.0123 -2.0889
C 3.85613 7.66864 -0.32305 -0.0473 -0.0479 0.4063
O 0.21447 -4.53562 -2.39742 -0.4610 -1.0682 0.2098
O 0.35895 1.34351 0.55658 -3.2870 1.9782 -1.6063
C 4.55634 6.67123 -1.22319 -0.5188 1.1575 0.4493
H -1.03125 4.97610 -1.67715 -1.5837 -1.8078 -0.9681
C -3.24186 2.36932 4.72526 0.1803 -1.6444 -2.5335
H -4.27642 2.83795 4.43104 2.0262 -0.5445 1.2144
C -0.52279 2.15613 7.34256 -1.2663 1.1225 -0.6820
H 2.48989 2.48459 0.64725 -0.9429 -0.4843 -1.0957
H 2.61681 -6.97206 -5.07745 -0.0375 0.4118 0.0040
C -0.22058 -3.43141 0.53275 -2.8759 2.5578 1.7167
H -3.60974 3.61808 2.15941 1.9172 -1.5729 -0.1027
H 2.51326 1.98048 2.71993 -2.3125 0.8383 -0.2172
O 0.82483 -6.54956 -3.20423 -0.7999 0.1989 0.8558
H -1.34109 -4.67746 -8.83172 -0.0344 -0.1916 -0.1520
H -0.05031 -6.57583 -9.94327 -0.0257 -0.1355 0.0579
H 0.12450 -1.60894 -1.14668 -1.5602 -0.7376 2.3055
C -1.93458 4.26575 -2.00100 1.0190 1.9605 -0.1995
H 2.67236 5.69065 -1.72421 0.1102 0.0860 0.1361
H -1.66931 0.45514 -1.36395 -0.7050 -0.1572 2.4635
H 2.54770 0.98859 -0.93566 -0.5455 1.6596 -2.1299
H -1.78422 3.97768 4.01000 -0.2850 -2.2601 -1.0101
O -2.86665 2.58417 6.13164 2.1961 -2.5883 0.0395
O -0.42163 3.78228 1.14773 -3.1463 -1.7942 0.2032
H -1.16484 -8.65449 -9.37840 0.2094 -0.0267 0.1546
C 2.65046 -5.95310 -4.67745 0.1775 -0.4225 0.2234
H 2.94658 -5.26852 -5.47817 -0.1185 -0.1438 0.0725
H 0.64198 -4.12797 0.15209 -1.9737 1.5537 0.8569
O 0.53264 -8.54624 -8.19009 0.7868 0.6066 0.3784
H -0.87657 -4.91889 2.41825 -0.4939 2.5306 -1.5312
N 1.94301 0.41345 -2.93812 1.1868 1.3485 -0.6562
H -4.06759 -2.58281 7.37235 -0.1155 0.1769 -0.0300
H 3.84438 -2.14600 -3.93434 0.1212 2.1711 1.5527
C 1.34319 -4.34269 -3.23317 0.2587 0.7959 -0.2868
H -4.44948 0.10368 9.85170 0.0188 -0.1402 -0.2043
C -2.32708 -2.93750 2.44493 2.1096 1.8193 -3.2338
C 1.39709 2.39577 2.63231 0.3125 -0.2671 1.6100
H -3.25356 -1.55415 8.54113 -0.1503 0.1024 -0.0742
H 2.59244 -0.34467 -4.86582 1.1210 0.9626 1.9452
C -2.72856 2.81258 2.16867 -0.6245 0.6180 1.3074
C -0.75310 -8.07047 -8.55089 -0.5647 -0.5401 -0.3816
H 0.56770 -5.46258 -4.90977 -0.0016 0.1106 0.0543
H 3.43084 -5.94340 -3.90867 -0.1853 0.1392 0.0281
H 4.50916 7.96358 0.50518 -0.0113 0.0375 -0.2299
C -2.06002 2.88689 3.66053 -1.1179 -0.5428 1.0944
H -1.17697 2.11132 3.79929 -1.5762 1.9456 -0.4576
H -3.48232 -0.72443 2.09175 1.9989 -1.9621 -0.7931
H -3.29201 1.76231 2.10035 1.3809 2.1789 -0.1885
O -0.73640 -6.43098 -1.53269 1.5983 1.0719 -1.6186
H 1.35213 3.23655 4.77654 0.0600 1.0357 -2.0024
P 1.09310 2.92742 0.78206 2.5419 0.5477 3.1063
H 1.24951 -3.41472 -3.80367 -0.1091 -0.0638 0.2374
H -1.41190 -8.16729 -7.68005 -0.0066 0.2036 -0.1211
H -0.04878 1.85497 -1.94871 2.3025 1.0334 0.6293
H -3.17651 0.69612 -0.25407 2.1912 -0.4631 0.4183
C 1.30583 3.66119 3.66937 0.2860 -0.3067 0.6207
O 0.55746 -6.29928 -8.01697 0.8255 -0.8189 0.3933
C 5.11749 4.51951 -1.31298 0.9073 -2.0029 0.5435
O -7.42080 -2.04173 10.91712 1.5174 1.1351 -1.5185
H -1.58748 3.35286 -2.65498 -0.6505 1.7671 1.5853
H -3.73781 -0.87927 6.97163 -0.1319 -0.2157 0.2615
H 3.95304 -0.74257 -1.32958 -0.7971 -1.7457 -1.1077
C -5.34121 0.04656 9.21664 0.2560 0.8007 -0.3552
H -1.27767 1.00078 1.76548 0.0980 1.1218 -2.0796
O -5.85956 -2.16031 9.24557 -0.9979 0.3253 1.1067
H 3.69899 1.03303 -4.17267 -0.8027 -1.7688 0.7225
C 3.08874 0.08259 -3.86783 -1.4672 -1.0159 -1.0230
C 4.02076 -1.15989 -3.28658 0.4501 0.1041 -0.5554
H 6.01508 -1.38992 -4.39795 -0.5280 1.1616 2.0498
C 5.59677 -0.75461 -3.49747 0.0123 0.2074 -0.1138
H -2.38376 -5.90021 -9.59925 0.1508 0.0021 0.0767
C -1.09693 -3.89261 1.85407 -0.9756 3.3465 -1.5635
```
Forces are in eV/Å.

***

Computed, not measured: a molecular structure, C38H65N10O10Zr in a non-equilibrium geometry, with ωB97M-V with the def2-TZVPD basis set.

Output
HOMO-LUMO gap = 1.2 eV
charge = +3
highest occupied orbital energy = -13.34 eV
energy above the lowest of the compared OMol25 structures with the same formula, charge and spin = 435.9 kcal per mole

```
124
Properties=species:S:1:pos:R:3:forces:R:3
N -13.54109 -11.35111 -17.51326 -1.2160 0.2187 -0.0096
H -24.91265 -7.02141 -22.31429 0.1667 0.1476 0.7179
H -25.78805 -18.71222 -11.35172 0.0388 -0.5427 -0.4896
H -29.19601 -17.30651 -10.86560 0.0198 -0.1984 -0.3652
H -30.59748 -18.08462 -11.73891 -0.4328 1.4573 0.0732
C -14.87302 -11.67647 -17.45357 1.6900 0.7622 -1.4371
C -23.38541 -20.25680 -22.84779 2.6517 2.7320 -1.6654
C -18.75303 -21.76625 -24.06553 -1.1811 0.0270 -0.1209
H -17.52334 -20.18830 -24.88686 0.1460 -0.2375 -0.0813
H -17.45289 -18.24785 -16.03722 0.0691 0.4475 0.6319
H -20.06085 -22.33079 -16.84986 -0.2340 -0.2285 0.1262
H -18.27609 -20.84894 -12.30667 -0.3126 -0.3083 -0.3340
H -26.11571 -17.51463 -22.68873 0.2881 0.5080 0.2512
H -16.56707 -21.85257 -13.83922 -0.0590 0.0746 -0.0728
C -28.56986 -19.03702 -13.85013 1.6244 -1.9866 0.6777
H -21.85906 -17.04699 -18.73015 0.0006 0.0321 -0.1220
C -22.14435 -16.06497 -18.35286 1.0147 0.5482 -0.3941
H -18.43768 -18.30124 -14.01352 -0.0634 -0.2847 -0.4927
H -15.72617 -18.54879 -15.58555 -0.2886 -0.0422 0.8986
H -23.65260 -14.59086 -10.59451 -0.3460 0.5448 0.4862
H -21.78146 -10.11105 -14.82086 -0.3736 0.1556 -0.2113
N -24.37130 -7.65554 -21.74427 -0.3891 -0.7862 1.2637
H -14.31142 -12.76323 -15.88899 -0.8500 -0.3349 0.3369
H -26.61479 -19.78542 -21.96642 -0.1151 0.0102 -0.1768
C -29.91173 -20.72857 -10.65418 -1.0210 0.8927 -0.0798
C -20.78045 -19.75362 -23.94187 3.3718 1.3504 -1.6533
H -30.09594 -17.67754 -14.24533 -0.2360 0.3502 0.1799
H -28.62921 -17.31491 -15.02138 0.3299 0.3829 0.2034
O -21.47162 -14.47697 -20.11165 -2.2264 0.2390 -3.7291
Zr -19.13094 -11.43533 -21.00715 -0.7853 -0.1941 0.9931
C -25.29996 -18.21827 -22.61238 0.3296 -0.1091 -1.1939
H -29.59252 -20.15010 -15.53875 0.0207 0.6763 -0.3167
H -17.79035 -21.48316 -17.41115 0.1050 -0.0864 -0.6328
H -17.24659 -19.07890 -12.97748 0.7040 0.7588 -0.7228
N -23.02715 -7.70764 -23.46948 0.4094 1.8599 -4.1012
C -20.97834 -21.07264 -23.57160 -3.2378 1.5749 0.4994
C -23.29123 -8.23431 -22.31948 0.1787 -0.7126 0.8020
C -29.89565 -18.14131 -10.90685 -1.2734 -0.0067 -1.8094
C -29.02748 -17.59499 -14.04617 -1.3077 -0.0874 -1.1135
H -27.40965 -20.54899 -11.03769 -0.3205 -0.2881 0.2325
H -24.78310 -21.49147 -22.01567 -0.4394 -0.2225 -0.2250
O -15.77512 -11.29400 -18.16676 -1.0799 1.0881 -1.2435
O -30.69316 -19.94840 -13.26985 -0.0903 0.3437 -0.5594
H -22.52574 -10.40095 -16.33937 0.5325 -0.1144 0.0187
O -17.51047 -21.82553 -16.55906 -1.0904 1.0760 1.5745
C -21.69829 -18.57918 -23.75037 -0.5418 -0.7726 -0.1910
H -20.38706 -12.67364 -11.68535 -0.3173 -0.1939 0.1953
O -21.68856 -14.73164 -12.01869 0.8764 -4.5437 -2.9070
H -21.32256 -22.09445 -15.56581 0.1232 -0.5820 -0.0284
H -19.41434 -19.50054 -12.27944 0.3076 -0.0569 0.5893
H -23.78885 -7.26893 -23.96692 0.7152 0.3251 -0.3118
N -20.10673 -8.64719 -15.54653 2.7864 2.7584 2.0632
H -16.55019 -19.38234 -16.78072 0.3284 -0.6180 -0.1528
O -20.31734 -14.42121 -18.59171 5.0458 1.4859 4.3048
C -29.30066 -19.47220 -11.36922 2.5177 -2.7744 1.1958
H -27.09705 -17.62719 -11.54402 0.0166 0.2828 -0.2914
H -28.85792 -16.82690 -13.29159 0.2989 -0.4764 0.1159
C -25.63843 -19.51173 -22.33819 1.0101 -0.7986 0.7685
H -15.68041 -20.42727 -13.38207 -0.0746 0.3427 -0.2698
C -28.58585 -19.83836 -15.26031 0.2345 0.2828 2.1963
H -15.43303 -21.17232 -14.98822 0.0267 0.0095 0.0865
C -24.62943 -20.49589 -22.40502 -1.4316 -0.9375 0.9848
H -29.85695 -21.65960 -11.21834 0.2547 0.1526 -0.2009
C -26.80828 -18.66129 -11.73203 -2.5189 0.1234 -1.2760
H -26.49537 -19.93670 -13.48417 -0.3636 -0.1282 -0.2804
H -20.63132 -19.98895 -14.23337 -0.0871 0.0171 0.2836
C -23.99061 -17.93257 -23.07900 -1.3854 0.7705 -0.2982
H -13.04944 -12.08509 -17.02372 1.3111 0.9570 -0.7957
H -29.44405 -20.91363 -9.68716 0.1092 0.2487 -0.1052
H -28.02618 -19.24136 -15.98035 -0.3866 -0.1484 -0.1480
C -27.05496 -19.02267 -13.28543 -0.0441 1.0398 0.9252
C -20.39403 -21.72893 -16.00437 -0.1913 -0.7458 -0.0207
N -23.17014 -13.70770 -10.68027 -1.6795 -0.7649 0.4505
O -20.37522 -9.67913 -17.53028 0.0143 0.4596 -0.6956
C -19.49094 -19.47022 -24.51371 -0.6983 -1.3243 1.0323
C -16.70316 -18.99393 -15.77382 0.2324 0.2450 -3.0256
C -20.73378 -9.40198 -16.38385 -0.4921 -1.9044 -2.2124
N -21.82257 -9.90653 -15.80908 -2.5748 -1.6566 0.7580
H -19.26230 -18.46415 -24.83300 0.0041 -0.0027 -0.0679
N -18.21324 -20.94513 -15.68092 0.8304 0.5062 2.7009
C -18.88129 -22.90788 -14.13637 -0.0485 -0.9283 -1.3234
H -30.86151 -20.89346 -13.28115 -0.3709 -0.5657 0.1603
H -30.96335 -20.51988 -10.45761 -0.1297 -0.2274 0.0266
H -23.81879 -16.95829 -23.51220 0.3129 0.2219 0.3171
C -27.79851 -19.53587 -10.93538 0.9523 0.1875 -0.7945
O -21.41093 -17.43998 -24.04187 0.5929 0.0409 -0.0402
H -23.18423 -15.87554 -18.61906 0.0905 0.0220 0.1821
H -23.28855 -12.90923 -10.07321 -0.4640 -0.6861 0.0561
H -27.75164 -19.24289 -9.88654 -0.1987 -0.2119 0.0785
C -16.16845 -20.91471 -14.22605 -0.0784 -0.7248 -0.5030
H -20.70140 -20.75659 -16.38931 0.4899 0.2646 0.0509
C -20.06878 -22.06419 -23.65475 2.1246 -0.7748 0.3117
H -24.36642 -7.60656 -20.73547 -0.5578 -0.0484 -0.2866
C -17.28946 -20.03428 -14.87995 1.1068 0.0563 -0.0605
H -22.13177 -7.87379 -23.90628 -0.6252 -0.2410 -0.1792
C -23.03385 -18.89662 -23.21359 -0.7354 -1.9288 0.6149
H -17.97648 -22.51591 -24.02845 -0.0003 -0.0379 -0.0877
N -29.40662 -19.79002 -12.88956 1.1077 2.2847 1.6812
H -13.22707 -10.68339 -18.20293 0.4494 -0.5140 0.2930
O -22.51636 -22.29904 -22.24644 0.3255 -0.4514 -0.4444
C -17.95434 -19.25188 -13.78820 -1.4228 -1.9039 2.6896
H -21.55437 -12.05255 -10.56410 0.4529 0.0193 -0.3076
H -20.56090 -21.44745 -13.12411 -0.4730 -0.0982 -0.6466
H -20.45262 -8.56530 -14.60114 0.1199 0.4640 -0.3821
C -22.03726 -13.82085 -11.37982 -0.4794 2.2779 1.6631
C -22.30969 -21.31190 -22.92555 -0.6911 -0.7380 1.6872
O -22.56090 -9.13897 -21.93649 0.5283 -0.7828 2.1336
C -18.87387 -20.18602 -12.93221 -1.7594 2.1874 -0.6970
H -28.06011 -20.77456 -15.07263 0.2289 0.0510 -0.0987
C -18.50071 -20.48794 -24.53847 -0.7133 1.3336 0.0127
H -30.54454 -18.06216 -10.03462 0.4018 -0.9234 0.3019
N -15.05513 -12.60641 -16.55412 -1.0212 -1.9340 2.0024
H -26.65123 -18.20477 -13.88221 0.4988 -0.2176 -0.1001
C -20.02295 -20.78288 -13.80018 3.1314 0.4830 0.5724
H -19.67961 -23.65003 -14.13886 -0.4058 0.2295 -0.3925
H -19.45916 -7.95142 -15.88806 0.1478 -0.3741 0.2345
C -21.26736 -15.00408 -19.00901 -3.1576 -1.6944 -0.5953
H -21.93935 -16.04615 -17.28248 -0.2920 0.0497 -0.0138
H -16.02511 -12.85731 -16.42645 0.4435 -0.2708 0.5618
H -20.34268 -23.01867 -23.23008 0.0451 -0.1959 -0.2014
H -18.06954 -23.41011 -14.66262 0.1634 0.0957 0.1564
C -19.31167 -21.59465 -14.89598 -1.3768 -0.9147 -0.7289
N -21.30660 -12.72970 -11.27134 1.9663 3.3503 0.3526
H -18.66638 -22.83190 -13.07047 0.3418 0.7036 -0.2428
```
Forces are in eV/Å.

***

> Among the records above, which one has the lowest charge?

C38H64NO19P2